Entry from OMol25: 10 unconnected molecules or ions with the total composition C16H52N4O17 at a distorted geometry (the ωB97M-V functional and the def2-TZVPD basis).

Summary:
2S+1 ... 1
LUMO ... 0.04 eV
Total charge ... 0
Gap between HOMO and LUMO ... 0.356 hartree
Strongest force on any atom ... 5.072 eV/Å

Cartesian coordinates (Å):
N: -2.645 0.476 0.209
C: -1.432 0.399 0.627
N: -0.619 0.409 -0.399
O: -1.092 0.181 1.773
H: -2.842 0.772 -0.736
H: -3.346 0.274 0.908
H: 0.351 0.506 -0.135
H: -1.163 0.549 -1.239
N: 3.449 2.764 -7.614
C: 3.481 2.182 -6.459
N: 2.665 2.732 -5.635
O: 4.161 1.206 -6.180
H: 3.959 2.320 -8.364
H: 3.140 3.721 -7.707
H: 2.184 3.547 -5.986
H: 2.526 2.268 -4.748
O: 7.738 3.181 0.655
C: 8.303 2.863 -0.627
C: 7.203 2.322 -1.518
O: 6.775 1.038 -1.087
H: 8.273 3.832 1.116
H: 8.548 3.760 -1.195
H: 9.254 2.333 -0.591
H: 7.469 2.327 -2.575
H: 6.315 2.945 -1.418
H: 6.355 1.053 -0.225
O: -2.202 -6.047 7.000
C: -3.524 -5.785 6.766
C: -3.835 -4.412 6.157
O: -3.512 -4.427 4.745
H: -2.022 -6.884 7.435
H: -3.874 -6.606 6.140
H: -3.988 -6.064 7.712
H: -3.237 -3.675 6.693
H: -4.887 -4.143 6.264
H: -2.839 -3.769 4.554
O: -5.758 0.544 -3.545
C: -5.039 0.166 -4.749
C: -4.047 1.304 -5.111
O: -3.252 1.778 -3.986
H: -6.040 -0.274 -3.129
H: -4.471 -0.714 -4.447
H: -5.730 -0.141 -5.535
H: -4.505 2.159 -5.608
H: -3.409 0.842 -5.865
H: -2.861 2.613 -4.252
O: 1.337 -6.253 -4.780
C: 1.728 -5.062 -5.399
C: 0.985 -3.833 -4.832
O: -0.219 -3.825 -5.516
H: 1.899 -6.996 -5.011
H: 2.792 -4.985 -5.178
H: 1.645 -4.991 -6.483
H: 1.480 -2.863 -4.861
H: 0.746 -3.991 -3.780
H: -0.468 -4.752 -5.513
O: 6.697 0.720 4.538
C: 5.396 0.346 4.866
C: 4.726 -0.514 3.709
O: 4.252 0.353 2.673
H: 6.748 1.094 3.655
H: 5.486 -0.245 5.778
H: 4.893 1.298 5.040
H: 3.870 -1.041 4.130
H: 5.410 -1.247 3.281
H: 3.721 1.025 3.107
O: -7.383 -2.097 0.674
C: -8.394 -1.816 1.583
C: -7.868 -0.807 2.686
O: -8.732 -0.655 3.813
H: -7.365 -3.052 0.573
H: -9.253 -1.384 1.070
H: -8.733 -2.784 1.954
H: -7.715 0.069 2.056
H: -6.881 -1.061 3.073
H: -8.742 -1.469 4.322
O: 0.122 5.797 0.291
C: 1.442 5.373 0.308
C: 1.967 5.341 1.727
O: 1.580 4.233 2.554
H: -0.292 5.391 1.056
H: 1.505 4.411 -0.200
H: 2.020 6.048 -0.323
H: 1.682 6.294 2.174
H: 3.046 5.217 1.632
H: 0.690 4.305 2.907
O: -1.717 0.500 6.469
H: -2.530 0.997 6.561
H: -1.552 0.482 5.526

Entry from OMol25: a molecular structure, C62H68N7ORuS6SbTe at a distorted geometry (the ωB97M-V functional and the def2-TZVPD basis).

Summary:
2S+1 ... 5
LUMO (spin up / spin down) ... -4.07 / -6.16 eV
Total charge ... +2
Gap between HOMO and LUMO (spin up / spin down) ... 0.259 / 0.180 hartree
ΔE to the lowest compared entry with this formula, charge and spin ... 26.5 kcal/mol
Strongest force on any atom ... 2.016 eV/Å

Cartesian coordinates (Å):
Ru: -0.144 -0.443 -0.266
S: 3.358 1.623 1.433
Sb: 3.329 -0.126 -0.028
S: 1.513 -1.653 0.836
S: 1.453 0.461 -1.603
N: -0.039 0.993 1.132
S: -0.644 1.664 2.301
N: -2.243 1.481 2.716
S: -3.162 0.265 2.992
N: -2.598 -1.120 3.384
S: -1.676 -1.992 2.325
N: -1.504 -1.302 1.038
C: -2.640 -3.502 2.110
C: -3.190 -4.154 3.199
C: -3.980 -5.270 2.976
C: -4.195 -5.726 1.684
C: -3.607 -5.087 0.604
C: -2.823 -3.967 0.821
C: -0.401 -2.514 3.503
C: 0.403 -3.588 3.177
C: 1.290 -4.082 4.119
C: 1.325 -3.532 5.392
C: 0.502 -2.466 5.712
C: -0.354 -1.942 4.759
C: -4.339 0.110 1.650
C: -4.569 1.164 0.786
C: -5.577 1.046 -0.158
C: -6.349 -0.106 -0.208
C: -6.099 -1.159 0.658
C: -5.086 -1.052 1.595
C: -4.225 0.663 4.375
C: -5.093 1.738 4.283
C: -5.998 1.961 5.307
C: -6.026 1.115 6.406
C: -5.138 0.055 6.495
C: -4.232 -0.175 5.476
C: 0.220 1.449 3.861
C: 1.277 0.569 3.947
C: 1.950 0.452 5.152
C: 1.549 1.205 6.242
C: 0.480 2.084 6.139
C: -0.192 2.213 4.937
C: -0.633 3.463 2.077
C: -1.743 4.256 2.316
C: -1.639 5.630 2.157
C: -0.435 6.194 1.760
C: 0.663 5.388 1.501
C: 0.569 4.012 1.657
H: -3.016 -3.790 4.200
H: -4.435 -5.779 3.810
H: -4.826 -6.584 1.517
H: -3.760 -5.445 -0.401
H: -2.357 -3.440 0.003
H: 0.322 -4.036 2.200
H: 1.944 -4.900 3.861
H: 1.977 -3.950 6.142
H: 0.516 -2.041 6.704
H: -0.999 -1.114 5.004
H: -3.969 2.057 0.871
H: -5.764 1.852 -0.852
H: -7.151 -0.187 -0.924
H: -6.689 -2.061 0.609
H: -4.873 -1.854 2.285
H: -5.066 2.379 3.416
H: -6.692 2.783 5.242
H: -6.748 1.278 7.190
H: -5.161 -0.602 7.350
H: -3.540 -1.001 5.506
H: 1.576 0.002 3.080
H: 2.793 -0.215 5.227
H: 2.076 1.116 7.179
H: 0.175 2.675 6.988
H: -1.012 2.904 4.826
H: -2.668 3.801 2.638
H: -2.491 6.262 2.358
H: -0.355 7.266 1.656
H: 1.600 5.824 1.192
H: 1.420 3.367 1.481
C: -0.322 4.574 -2.894
C: 0.156 3.404 -2.002
N: -0.821 2.337 -2.019
C: -1.008 1.850 -3.368
C: -1.539 2.987 -4.273
N: -1.658 4.207 -3.431
C: -2.605 3.987 -2.310
C: -2.073 2.795 -1.472
H: 0.352 4.742 -3.736
H: -0.407 5.503 -2.327
H: 0.300 3.726 -0.970
H: 1.107 3.003 -2.352
H: -1.710 1.016 -3.338
H: -0.052 1.468 -3.726
H: -2.521 2.748 -4.687
H: -0.848 3.198 -5.092
H: -2.010 4.972 -4.012
H: -3.590 3.774 -2.726
H: -2.663 4.903 -1.718
H: -2.781 1.964 -1.488
H: -1.909 3.086 -0.433
C: -3.436 -1.142 -2.097
C: -2.086 -1.859 -1.993
O: -2.019 -3.060 -2.328
N: -1.065 -1.134 -1.645
Te: 0.650 -3.476 -1.603
C: 1.439 -5.476 -1.837
C: 1.847 -6.210 -0.723
C: 1.863 -5.626 0.658
C: 2.270 -7.523 -0.882
C: 2.300 -8.130 -2.126
C: 2.761 -9.542 -2.285
C: 1.876 -7.390 -3.225
C: 1.436 -6.084 -3.098
C: 0.928 -5.349 -4.297
C: 2.127 -2.586 -2.875
C: 3.484 -2.673 -2.547
C: 3.980 -3.507 -1.408
C: 4.410 -1.985 -3.328
C: 4.019 -1.224 -4.422
C: 5.023 -0.488 -5.251
C: 2.670 -1.175 -4.741
C: 1.715 -1.841 -3.987
C: 0.273 -1.715 -4.359
H: -4.230 -1.835 -1.825
H: -3.584 -0.824 -3.130
H: -3.447 -0.279 -1.433
H: 1.549 -4.581 0.627
H: 2.867 -5.668 1.079
H: 1.197 -6.182 1.318
H: 2.579 -8.080 -0.010
H: 3.039 -9.970 -1.326
H: 3.622 -9.584 -2.949
H: 1.979 -10.158 -2.726
H: 1.873 -7.853 -4.201
H: 0.705 -6.034 -5.112
H: 1.668 -4.628 -4.649
H: 0.013 -4.816 -4.025
H: 3.272 -3.513 -0.577
H: 4.945 -3.144 -1.054
H: 4.110 -4.535 -1.748
H: 5.461 -2.061 -3.083
H: 5.988 -0.462 -4.753
H: 4.699 0.534 -5.442
H: 5.148 -0.981 -6.215
H: 2.347 -0.600 -5.598
H: 0.157 -1.293 -5.355
H: -0.214 -1.048 -3.643
H: -0.240 -2.678 -4.322

Entry from OMol25: 2 unconnected molecules or ions with the total composition C3H9NO2 at a distorted geometry (the ωB97M-V functional and the def2-TZVPD basis).

Summary:
2S+1 ... 1
LUMO ... 0.82 eV
Total charge ... 0
Gap between HOMO and LUMO ... 0.367 hartree
ΔE to the lowest compared entry with this formula, charge and spin ... 52.0 kcal/mol
Strongest force on any atom ... 7.687 eV/Å

Cartesian coordinates (Å):
C: -0.627 0.463 -2.398
C: -0.559 -0.369 -1.169
O: -1.372 -0.580 -0.349
O: 0.790 -0.551 -0.914
H: 0.383 0.506 -2.789
H: -0.921 1.494 -2.234
H: -1.015 0.139 -3.357
H: 1.088 -1.265 -0.346
C: 1.147 0.993 2.186
N: 0.220 -0.233 2.266
H: 1.954 0.713 1.490
H: 1.823 1.083 2.964
H: 0.598 1.901 1.957
H: 0.025 -0.347 3.133
H: -0.585 -0.071 1.707

Entry from OMol25: a molecular structure, C6H6N at a distorted geometry (the ωB97M-V functional and the def2-TZVPD basis).

Summary:
2S+1 ... 1
LUMO (spin up / spin down) ... -6.83 / -6.84 eV
Total charge ... +1
Gap between HOMO and LUMO (spin up / spin down) ... 0.302 / 0.302 hartree
ΔE to the lowest compared entry with this formula, charge and spin ... 131.8 kcal/mol
Strongest force on any atom ... 5.095 eV/Å

Cartesian coordinates (Å):
C: 1.056 -0.469 0.092
C: 0.898 0.880 0.173
C: 2.275 0.431 -0.027
C: -1.677 0.593 -0.553
C: -0.032 -1.275 0.227
C: -1.225 -0.452 0.465
N: -0.995 0.960 0.616
H: 2.976 0.482 0.805
H: 2.742 0.614 -0.993
H: -1.201 0.642 -1.526
H: -2.733 0.849 -0.568
H: -0.076 -2.353 0.222
H: -2.007 -0.902 1.068